Version one
{"formula": "C3H8N2", "method": "ωB97M-V with the def2-TZVPD basis set", "elements": ["H", "H", "C", "H", "N", "N", "H", "H", "H", "C", "H", "H", "C"], "coordinates": [[0.443, 0.606, 1.399], [-2.674, 1.799, -1.754], [-1.125, 1.050, -0.842], [-1.074, -0.907, -0.368], [-2.267, 0.967, -1.372], [-0.518, -0.074, -0.326], [1.153, -1.493, 1.928], [0.863, -2.065, 0.261], [2.348, -1.295, 0.540], [1.310, -1.278, 0.877], [-0.501, 1.943, -0.701], [1.372, 0.683, -0.115], [0.671, 0.065, 0.472]], "molar_mass_g_mol": 72.11, "smiles": "[H]/N=C/NCC", "orbital_gap_ev": 9.772}


Version two
{"formula": "C3H8N2", "method": "ωB97M-V with the def2-TZVPD basis set", "elements": ["C", "H", "H", "C", "C", "H", "H", "H", "H", "N", "N", "H", "H"], "coordinates": [[2.492, 2.239, -1.237], [-2.949, -3.654, 0.011], [3.405, 2.284, -1.835], [-3.236, -2.931, 0.765], [-2.353, -2.158, 1.368], [-4.300, -2.862, 0.946], [1.468, 3.185, -2.499], [1.898, 1.903, 0.566], [-1.299, -2.204, 1.119], [1.376, 2.684, -1.620], [2.586, 1.491, -0.056], [3.517, 1.462, 0.335], [-2.606, -1.440, 2.138]], "molar_mass_g_mol": 72.11, "smiles": "[H]/N=C/N.C=C", "orbital_gap_ev": 10.663}


Version three
{"formula": "C3H8N2", "method": "ωB97M-V with the def2-TZVPD basis set", "elements": ["N", "C", "N", "H", "H", "C", "H", "C", "H", "H", "H", "H", "H"], "coordinates": [[0.055, -1.640, 0.060], [1.783, 0.132, -0.355], [0.581, -0.528, -0.777], [-0.147, 0.469, 1.844], [-2.153, -0.886, -0.898], [-1.924, -0.074, -0.382], [1.969, 0.861, -1.077], [-0.555, -0.343, 0.051], [-2.577, 0.143, 0.516], [2.533, -0.521, 0.183], [0.561, -1.835, 0.824], [1.541, 0.624, 0.632], [-2.070, 0.797, -1.083]], "molar_mass_g_mol": 72.11, "orbital_gap_ev": 9.051}


In hartree, relative to the most stable structure: version one 0.0000; version two 0.0267; version three 0.2294.


Version one
{"formula": "C2H2ClO2", "method": "ωB97M-V with the def2-TZVPD basis set", "elements": ["O", "H", "Cl", "C", "H", "O", "C"], "coordinates": [[-0.287, -0.156, -0.436], [-1.889, 0.924, -1.040], [0.619, 0.196, 2.300], [-0.849, 0.634, -1.104], [-0.334, 1.117, -1.903], [1.515, -1.790, 0.753], [1.224, -0.926, 1.431]], "molar_mass_g_mol": 93.49, "orbital_gap_ev": 8.523, "charge": 1}


Version two
{"formula": "C2H2ClO2", "method": "ωB97M-V with the def2-TZVPD basis set", "elements": ["H", "C", "O", "Cl", "H", "C", "O"], "coordinates": [[1.947, -1.189, 0.226], [-1.401, 0.599, 0.117], [0.166, -0.556, 0.308], [-2.610, -0.429, 0.011], [1.638, 0.306, -0.725], [1.298, -0.427, -0.076], [-1.037, 1.696, 0.139]], "molar_mass_g_mol": 93.49, "orbital_gap_ev": 11.197, "charge": 1}


In hartree, relative to the most stable structure: version one 0.0089; version two 0.0000.


Version one
{"formula": "C2H6N2", "method": "ωB97M-V with the def2-TZVPD basis set", "elements": ["H", "N", "H", "N", "H", "H", "H", "C", "H", "C"], "coordinates": [[-1.540, 1.348, -0.382], [0.509, 1.643, -0.013], [0.277, 0.273, 1.799], [-0.970, 1.481, 0.353], [0.283, -2.073, 0.103], [-0.605, -0.794, -1.067], [1.145, -0.711, -0.954], [0.011, 0.555, 0.724], [1.107, 2.165, 0.619], [0.204, -1.130, -0.446]], "molar_mass_g_mol": 58.08, "multiplicity": 3, "orbital_gap_ev": [6.011, 8.177]}


Version two
{"formula": "C2H6N2", "method": "ωB97M-V with the def2-TZVPD basis set", "elements": ["H", "N", "C", "H", "H", "H", "N", "C", "H", "H"], "coordinates": [[0.639, -1.056, 0.721], [1.234, 2.727, -0.333], [-0.014, -1.028, -0.159], [-0.589, -1.971, -0.160], [0.566, -0.847, -1.003], [1.105, 0.631, 0.220], [-0.982, 0.088, 0.160], [1.169, 1.641, -0.031], [-1.870, -0.105, -0.473], [-1.259, -0.079, 1.056]], "molar_mass_g_mol": 58.08, "multiplicity": 3, "orbital_gap_ev": [3.820, 5.872]}


In hartree, relative to the most stable structure: version one 0.0000; version two 0.0033.


Version one
{"formula": "C3H9NO3", "method": "ωB97M-V with the def2-TZVPD basis set", "elements": ["C", "H", "H", "O", "H", "C", "H", "O", "C", "N", "H", "H", "H", "H", "H", "O"], "coordinates": [[0.670, 1.300, -1.122], [-0.311, -1.271, -3.350], [-1.203, -0.422, 3.652], [0.910, -0.299, 2.905], [-0.240, 0.898, -1.580], [-0.090, -0.087, 0.700], [0.448, 1.819, 0.822], [-0.232, -1.615, -2.461], [-0.033, -0.356, 2.179], [0.778, 0.999, 0.312], [0.145, -0.994, 0.132], [0.717, 2.370, -1.293], [-1.169, -0.007, 0.484], [-0.601, -2.511, -2.449], [1.480, 0.770, -1.632], [-1.267, -0.594, 2.701]], "molar_mass_g_mol": 107.11, "smiles": "CNCC(=O)O.O", "orbital_gap_ev": 9.675}


Version two
{"formula": "C3H9NO3", "method": "ωB97M-V with the def2-TZVPD basis set", "elements": ["O", "O", "H", "H", "H", "H", "H", "H", "H", "N", "C", "C", "C", "H", "H", "O"], "coordinates": [[1.071, 0.691, 0.909], [-2.321, -0.522, -0.254], [0.475, 0.591, -1.684], [1.955, 0.657, 2.788], [2.941, 0.064, 1.482], [-0.024, 0.433, 0.776], [-0.882, -1.988, -1.406], [-2.883, -0.112, 0.419], [0.753, -1.725, -1.838], [-0.187, -1.353, -1.792], [1.908, 0.082, 1.854], [-1.256, 0.355, -0.444], [-0.321, -0.078, -1.378], [1.615, -0.955, 2.070], [-1.227, 2.169, -1.125], [-1.617, 1.689, -0.375]], "molar_mass_g_mol": 107.11, "smiles": "NC=C(O)O.CO", "orbital_gap_ev": 8.089}


In hartree, relative to the most stable structure: version one 0.0000; version two 0.0854.


Version one
{"formula": "C3H9NO3", "method": "ωB97M-V with the def2-TZVPD basis set", "elements": ["O", "H", "H", "H", "C", "H", "O", "C", "H", "O", "H", "C", "H", "H", "N", "H"], "coordinates": [[1.431, 0.076, -0.440], [-0.867, -2.431, -0.873], [-1.190, 0.889, -1.588], [-0.006, 2.096, -1.110], [-0.141, 0.481, 0.249], [-2.477, -0.271, 0.581], [-0.810, -1.471, -0.952], [-0.772, 1.419, -0.735], [2.967, 0.566, 0.691], [-1.758, -0.462, 1.198], [-1.554, 1.996, -0.245], [-0.393, -0.940, 0.215], [0.168, 0.868, 1.214], [2.903, -1.015, 0.275], [2.341, -0.234, 0.610], [0.158, -1.567, 0.910]], "molar_mass_g_mol": 107.11, "smiles": "C[C@H](ON)C(O)O", "orbital_gap_ev": 9.065}


Version two
{"formula": "C3H9NO3", "method": "ωB97M-V with the def2-TZVPD basis set", "elements": ["H", "H", "H", "O", "H", "H", "N", "H", "C", "H", "H", "C", "O", "C", "H", "O"], "coordinates": [[-1.989, -1.380, -1.626], [-0.432, -2.045, -2.203], [-1.825, -0.590, 1.282], [0.841, 0.859, 0.876], [0.463, -1.875, 0.201], [2.953, -0.355, -1.359], [-0.930, -0.567, 0.831], [1.884, 0.649, -1.172], [-0.909, -1.383, -1.474], [-0.863, 2.463, 0.985], [-1.197, -2.528, 0.338], [-0.589, -1.714, -0.047], [-1.264, 1.612, 1.216], [-0.351, 0.665, 0.904], [-0.616, -0.379, -1.775], [2.703, 0.505, -1.669]], "molar_mass_g_mol": 107.11, "smiles": "CCNC(=O)O.O", "orbital_gap_ev": 10.630}


Version three
{"formula": "C3H9NO3", "method": "ωB97M-V with the def2-TZVPD basis set", "elements": ["H", "N", "H", "O", "H", "H", "C", "C", "O", "H", "H", "H", "H", "O", "C", "H"], "coordinates": [[-0.393, -2.226, -1.317], [-0.700, -1.423, -0.757], [3.063, 0.935, 0.106], [-1.872, 1.004, -1.337], [1.758, 1.187, -1.078], [1.313, 0.130, 1.790], [2.082, 0.606, -0.220], [1.080, 0.730, 0.882], [-2.450, 1.237, -0.076], [-1.299, -0.854, 1.090], [-1.418, 0.077, -1.254], [-1.791, 1.794, 0.375], [-0.815, -2.629, 0.946], [0.171, 1.528, 0.888], [-0.880, -1.648, 0.478], [2.152, -0.447, -0.516]], "molar_mass_g_mol": 107.11, "smiles": "CC=O.C=N.OO", "orbital_gap_ev": 9.898}


In hartree, relative to the most stable structure: version one 0.1741; version two 0.0000; version three 0.1660.